Entry 1:
This record from OMol25 describes a single FH3N2O2S molecule in a non-equilibrium geometry. The level of theory is the ωB97M-V functional and the def2-TZVPD basis.

```
9
Properties=species:S:1:pos:R:3:forces:R:3:nbo_charge:R:1
N -0.410 -1.445 0.080 0.03 -0.49 1.43 -0.651
N -0.486 -0.362 -0.758 2.98 1.00 -0.74 -0.607
S 0.593 1.065 -0.050 -3.07 -2.28 0.04 2.338
O 0.931 2.006 -1.055 -0.69 0.26 0.55 -0.836
O 1.573 0.528 0.835 -0.55 0.07 -0.42 -0.867
F -0.662 1.556 1.007 1.88 0.10 -1.57 -0.517
H 0.308 -2.230 -0.070 -1.05 2.42 -0.04 0.382
H -0.398 -0.995 1.003 0.06 -1.78 0.17 0.362
H -1.449 -0.123 -0.992 0.41 0.69 0.57 0.395
```
Positions in Å, forces in eV/Å.

- SMILES: NNS(=O)(=O)F
- Largest force on an atom: 3.83 eV/Å
- E_HOMO: -10.4 eV
- Total energy: -759.7544 a.u.

---

Entry 2:
This record from OMol25 describes 2 unconnected molecules or ions with the total composition FH3N2OS in a non-equilibrium geometry. The level of theory is the ωB97M-V functional and the def2-TZVPD basis.

```
8
Properties=species:S:1:pos:R:3:forces:R:3:nbo_charge:R:1
N 0.113 -0.450 0.683 1.21 0.75 2.30 -0.564
N -0.759 0.214 -0.054 -1.11 -0.07 -0.85 -0.426
O -4.528 1.159 -0.393 0.68 -1.41 0.38 -0.775
F -3.675 -0.944 0.828 -0.22 0.26 0.43 -0.495
S -3.844 -0.139 -0.542 -0.48 1.14 -0.76 1.268
H 0.916 -0.802 0.200 0.47 -0.64 -0.26 0.346
H -0.883 -0.399 -0.877 0.08 0.60 0.01 0.288
H 0.420 0.065 1.546 -0.62 -0.62 -1.24 0.359
```
Positions in Å, forces in eV/Å.

- Largest force on an atom: 2.71 eV/Å
- E_HOMO (spin up / spin down): -8.2 / -8.9 eV
- Total energy: -684.4847 a.u.

---

Entry 3:
This record from OMol25 describes a molecular structure, FH3NOPS in a non-equilibrium geometry. The level of theory is the ωB97M-V functional and the def2-TZVPD basis.

```
8
Properties=species:S:1:pos:R:3:forces:R:3:nbo_charge:R:1
N 0.446 -1.484 0.536 -2.08 3.61 1.28 -0.958
O 0.948 1.456 -0.300 3.00 -0.44 -0.05 -0.967
F -0.892 0.368 -1.409 0.79 0.08 2.31 -0.595
P -0.327 0.752 0.152 -3.62 -3.73 -2.03 1.711
S -1.721 1.736 1.018 1.04 -0.70 0.16 -0.426
H -0.482 -1.818 0.927 1.32 0.35 -0.78 0.364
H 0.465 -1.705 -0.440 -0.40 -0.37 -0.90 0.342
H 1.565 0.695 -0.484 -0.05 1.21 0.00 0.528
```
Positions in Å, forces in eV/Å.

- Largest force on an atom: 5.58 eV/Å
- E_HOMO: -10.0 eV
- Total energy: -971.2012 a.u.

---

Entry 4:
This record from OMol25 describes 2 unconnected molecules or ions with the total composition FH3O3P in a non-equilibrium geometry. The level of theory is the ωB97M-V functional and the def2-TZVPD basis.

```
8
Properties=species:S:1:pos:R:3:forces:R:3:nbo_charge:R:1
O 0.613 1.686 0.555 0.04 -0.05 0.12 -0.956
O -1.117 1.011 -1.100 0.23 -1.00 0.15 -0.941
O -0.660 -1.966 0.514 -0.22 2.96 0.88 -0.424
F 1.369 0.901 -1.692 -1.23 -0.45 1.19 -0.498
P 0.314 0.649 -0.539 -0.45 0.74 -1.71 2.224
H 1.160 2.468 0.364 0.15 -0.03 0.11 0.572
H -1.860 0.379 -1.314 1.17 0.50 0.30 0.588
H -0.562 -2.819 0.166 0.31 -2.67 -1.02 0.435
```
Positions in Å, forces in eV/Å.

- Total charge: +1
- Largest force on an atom: 3.10 eV/Å
- E_HOMO (spin up / spin down): -17.4 / -16.5 eV
- Total energy: -668.3823 a.u.

---

Question: Which of these has the highest largest force on an atom?
Answer: FH3NOPS